The following is a DFT calculation (ωB97M-V/def2-TZVPD) of C41H41N5O3P2RuS2 as an isolated structure at a distorted geometry.

Calculated values
- LUMO energy (alpha / beta) (Eh) = -0.115 / -0.105
- E_HOMO (alpha / beta) (hartree) = -0.35524 / -0.35504
- total charge = +1
- 2S+1 = 2
- DFT total energy (eV) = -99597.464

Each line ends with the Mulliken charge.
Positions of all 95 atoms, in Å:
1 Ru 0.826 0.573 0.935  1.389
2 C 3.732 -0.947 0.337  -1.181
3 P 2.298 -0.794 -0.764  1.538
4 C 2.357 -2.352 -1.731  0.326
5 C 1.372 -3.326 -1.684  0.061
6 C 1.493 -4.505 -2.413  -0.681
7 C 2.613 -4.720 -3.196  -0.595
8 C 3.619 -3.760 -3.239  -0.822
9 C 3.493 -2.588 -2.513  -0.447
10 C 2.797 0.429 -2.042  0.883
11 C 3.470 1.600 -1.688  -0.729
12 C 3.765 2.559 -2.647  -0.793
13 C 3.386 2.371 -3.970  -0.730
14 C 2.709 1.215 -4.330  -0.808
15 C 2.413 0.255 -3.372  -0.478
16 C 3.164 -1.240 1.677  0.153
17 C 3.609 -2.055 2.680  -1.382
18 C 2.734 -1.868 3.788  -1.058
19 C 1.812 -0.943 3.394  -0.480
20 C 0.691 -0.266 4.096  -0.912
21 P -0.461 0.026 2.751  2.045
22 C -1.567 -1.400 2.805  0.878
23 C -1.055 -2.657 3.126  -0.573
24 C -1.915 -3.740 3.256  -0.764
25 C -3.281 -3.571 3.067  -0.637
26 C -3.791 -2.322 2.734  -0.711
27 C -2.936 -1.239 2.589  -0.620
28 C -1.523 1.412 3.224  0.329
29 C -2.149 1.357 4.469  -0.534
30 C -2.980 2.388 4.876  -0.858
31 C -3.195 3.475 4.040  -0.650
32 C -2.584 3.527 2.796  -0.828
33 C -1.752 2.495 2.384  -0.220
34 N 2.030 -0.563 2.085  0.831
35 H 4.270 0.003 0.338  0.474
36 H 4.407 -1.723 -0.013  0.602
37 H 0.509 -3.185 -1.057  -0.016
38 H 0.714 -5.255 -2.359  0.466
39 H 2.715 -5.637 -3.763  0.408
40 H 4.505 -3.926 -3.838  0.429
41 H 4.282 -1.847 -2.562  0.504
42 H 3.760 1.787 -0.665  0.105
43 H 4.299 3.454 -2.356  0.547
44 H 3.623 3.119 -4.716  0.430
45 H 2.416 1.053 -5.360  0.439
46 H 1.887 -0.643 -3.673  0.472
47 H 4.481 -2.688 2.635  0.533
48 H 2.801 -2.324 4.765  0.532
49 H 0.965 0.712 4.491  0.505
50 H 0.252 -0.859 4.896  0.647
51 H 0.010 -2.788 3.286  0.349
52 H -1.517 -4.713 3.513  0.486
53 H -3.951 -4.414 3.188  0.399
54 H -4.857 -2.189 2.594  0.444
55 H -3.332 -0.263 2.340  0.373
56 H -1.988 0.510 5.126  0.383
57 H -3.463 2.342 5.844  0.441
58 H -3.839 4.284 4.361  0.407
59 H -2.750 4.377 2.146  0.483
60 H -1.281 2.541 1.411  0.338
61 C 1.619 6.190 -1.641  -1.127
62 C 0.726 5.428 -0.663  -0.412
63 C 0.426 4.031 -1.103  0.291
64 N 0.564 2.996 -0.357  -0.154
65 N 0.213 1.810 -0.981  0.081
66 C -0.206 1.990 -2.202  -0.172
67 N -0.592 0.999 -3.031  0.046
68 S -0.166 3.641 -2.695  -0.246
69 H 1.793 7.203 -1.282  0.385
70 H 1.161 6.266 -2.630  0.375
71 H 2.585 5.695 -1.753  0.233
72 H -0.219 5.962 -0.529  0.301
73 H 1.195 5.347 0.317  0.259
74 H -0.630 0.057 -2.684  -0.374
75 H -1.030 1.200 -3.910  0.261
76 C -1.666 -2.953 -0.251  -1.531
77 S -1.400 -1.357 -0.989  0.944
78 O -1.359 -0.287 0.093  -0.277
79 C -2.975 -1.169 -1.774  0.360
80 C -4.067 -0.707 -1.051  -0.307
81 C -5.291 -0.604 -1.692  -0.877
82 C -5.413 -0.961 -3.031  -0.502
83 C -4.310 -1.406 -3.745  -0.793
84 C -3.075 -1.506 -3.116  -0.543
85 H -2.482 -2.875 0.462  0.350
86 H -0.747 -3.256 0.248  0.516
87 H -1.915 -3.647 -1.055  0.510
88 H -3.944 -0.418 -0.015  0.285
89 H -6.154 -0.241 -1.149  0.454
90 H -6.375 -0.889 -3.521  0.408
91 H -4.408 -1.670 -4.790  0.433
92 H -2.203 -1.850 -3.664  0.412
93 O 1.122 2.050 2.501  -0.303
94 N 2.306 2.466 2.278  -0.130
95 O 2.803 1.910 1.313  -0.279

=====

The following is a DFT calculation (ωB97M-V/def2-TZVPD) of C41H41N9W as an isolated structure.

Calculated values
- LUMO energy (Eh) = -0.480
- E_HOMO (hartree) = -0.65317
- total charge = +4
- 2S+1 = 1
- DFT total energy (eV) = -58381.585

Each line ends with the Mulliken charge.
Positions of all 92 atoms, in Å:
1 W -0.245 -0.623 -0.566  0.370
2 C 1.644 -2.990 1.625  0.239
3 C 0.636 -2.669 2.727  -1.000
4 C 0.025 -1.284 2.588  -1.017
5 N -0.827 -1.076 1.350  0.332
6 C -2.186 -1.218 1.609  1.283
7 C -2.659 -1.974 2.687  -0.128
8 C -3.936 -2.108 3.215  -1.065
9 C -5.072 -1.390 2.889  -0.504
10 C -5.200 -0.479 1.842  -1.013
11 C -4.309 -0.194 0.827  -0.323
12 C -2.977 -0.612 0.624  1.108
13 N -2.293 -0.352 -0.548  -0.075
14 C -3.249 0.029 -1.662  -1.458
15 C -2.892 -0.283 -3.097  -1.164
16 C -1.478 0.112 -3.381  -1.109
17 N -0.630 -0.817 -2.613  0.126
18 C -0.315 -2.004 -3.200  0.793
19 C -0.577 -2.281 -4.563  -0.869
20 C -0.220 -3.357 -5.342  -0.889
21 C 0.573 -4.473 -5.033  -0.659
22 C 1.077 -4.792 -3.800  -1.107
23 C 0.861 -4.135 -2.580  -0.015
24 C 0.223 -2.947 -2.292  1.673
25 N 0.018 -2.547 -0.946  0.266
26 C -0.136 -3.691 0.004  -1.311
27 C 1.153 -4.098 0.721  -0.929
28 H 2.634 -3.206 2.027  0.587
29 H 1.788 -2.098 1.005  -0.596
30 H 1.114 -2.706 3.707  0.578
31 H -0.150 -3.427 2.753  0.367
32 H 0.815 -0.551 2.604  -0.237
33 H -0.607 -1.050 3.440  0.982
34 H -1.918 -2.582 3.184  0.212
35 H -4.030 -2.817 4.029  0.484
36 H -5.949 -1.550 3.506  0.435
37 H -6.153 0.032 1.771  0.441
38 H -4.708 0.489 0.093  0.528
39 H -3.457 1.098 -1.572  0.523
40 H -4.175 -0.496 -1.454  1.112
41 H -3.598 0.258 -3.730  0.538
42 H -3.037 -1.346 -3.302  0.436
43 H -1.289 1.126 -3.065  0.158
44 H -1.219 0.098 -4.433  0.661
45 H -1.163 -1.551 -5.095  0.285
46 H -0.582 -3.312 -6.364  0.471
47 H 0.790 -5.156 -5.846  0.432
48 H 1.670 -5.697 -3.738  0.452
49 H 1.271 -4.662 -1.731  0.249
50 H -0.548 -4.522 -0.567  0.753
51 H -0.896 -3.414 0.726  0.423
52 H 1.934 -4.399 0.022  0.464
53 H 0.906 -4.986 1.309  0.409
54 N 1.746 -0.405 -1.666  -0.093
55 C 2.096 0.982 -1.960  0.348
56 C 3.320 1.360 -2.424  -0.803
57 C 3.579 2.720 -2.714  -0.896
58 C 2.607 3.658 -2.511  -0.962
59 C 1.338 3.277 -2.001  0.821
60 C 0.317 4.209 -1.713  -0.869
61 C -0.866 3.777 -1.168  -1.457
62 C -1.037 2.414 -0.930  -0.065
63 N -0.113 1.503 -1.220  0.705
64 C 1.086 1.921 -1.739  -0.080
65 H 2.536 -0.895 -1.250  0.479
66 H 1.566 -0.865 -2.556  0.657
67 H 4.097 0.620 -2.587  0.552
68 H 4.549 3.005 -3.097  0.499
69 H 2.795 4.704 -2.723  0.535
70 H 0.483 5.263 -1.910  0.538
71 H -1.668 4.463 -0.927  0.577
72 H -1.954 2.051 -0.495  0.445
73 N 1.608 7.413 6.341  -0.354
74 C 1.653 6.497 5.650  -0.188
75 C 1.706 5.353 4.774  0.366
76 C 2.888 4.636 4.626  -1.108
77 C 2.936 3.540 3.778  -0.664
78 C 1.796 3.175 3.087  1.883
79 C 0.610 3.878 3.224  -0.349
80 C 0.567 4.970 4.071  -1.106
81 N 1.845 2.019 2.193  0.386
82 C 2.964 1.269 1.887  -0.888
83 C 2.564 0.307 1.025  -1.156
84 N 1.208 0.455 0.791  0.987
85 C 0.818 1.497 1.522  -0.539
86 H 3.772 4.933 5.176  0.506
87 H 3.865 2.996 3.689  0.382
88 H -0.289 3.604 2.688  0.378
89 H -0.350 5.531 4.192  0.484
90 H 3.937 1.466 2.301  0.570
91 H 3.161 -0.487 0.614  0.421
92 H -0.189 1.863 1.597  0.358

=====

The following is a DFT calculation (ωB97M-V/def2-TZVPD) of a 2-piece molecular cluster, C41H42BF3O4S overall at a distorted geometry.

Calculated values
- LUMO energy (Eh) = -0.112
- E_HOMO (hartree) = -0.22943
- energy relative to the best compared isomer or geometry (same formula, charge and spin) (kcal/mol) = 0.0
- 2S+1 = 1
- DFT total energy (eV) = -71052.308

Each line ends with the Mulliken charge.
Positions of all 92 atoms, in Å:
1 C -4.322 7.186 2.392  -1.223
2 C -3.881 5.866 2.904  0.562
3 C -3.793 5.441 4.216  -0.659
4 C -3.204 4.125 4.365  -1.001
5 C -2.793 3.594 3.161  0.316
6 B -2.056 2.167 2.862  1.567
7 C -0.402 2.417 2.812  0.014
8 C 0.373 2.148 3.932  -0.125
9 C 1.769 2.304 3.885  -0.610
10 C 2.366 2.721 2.708  0.401
11 C 3.868 2.821 2.618  0.678
12 F 4.355 1.956 1.663  -0.222
13 F 4.281 4.072 2.264  -0.279
14 F 4.499 2.498 3.781  -0.291
15 C 1.605 3.040 1.596  -1.267
16 C 0.210 2.887 1.653  -0.690
17 O -2.431 1.338 3.977  -0.777
18 C -2.877 0.134 3.380  1.963
19 C -1.682 -0.796 3.183  -1.791
20 C -3.875 -0.525 4.315  -2.068
21 C -3.475 0.658 1.959  1.855
22 C -3.501 -0.384 0.850  -1.912
23 C -4.868 1.257 2.105  -1.984
24 O -2.554 1.680 1.605  -0.773
25 S -3.306 4.602 1.840  -0.270
26 H -4.708 7.781 3.226  0.334
27 H -3.475 7.726 1.944  0.250
28 H -5.111 7.079 1.636  0.281
29 H -4.137 6.060 5.041  0.293
30 H -3.104 3.656 5.337  0.485
31 H -0.080 1.832 4.875  0.426
32 H 2.367 2.107 4.763  0.437
33 H 2.082 3.415 0.696  0.424
34 H -0.390 3.152 0.780  0.447
35 H -1.983 -1.788 2.825  0.151
36 H -0.956 -0.374 2.473  0.115
37 H -1.180 -0.934 4.149  0.547
38 H -4.244 -1.462 3.881  0.251
39 H -3.377 -0.768 5.261  0.437
40 H -4.719 0.137 4.525  0.456
41 H -4.139 -1.226 1.144  0.279
42 H -3.928 0.062 -0.054  0.533
43 H -2.497 -0.752 0.620  0.246
44 H -5.599 0.464 2.315  0.407
45 H -4.919 2.014 2.897  0.313
46 H -5.154 1.732 1.159  0.423
47 C 5.806 -0.702 -4.002  -0.790
48 O 5.020 -1.881 -3.716  -0.446
49 C 4.460 -2.003 -2.481  0.891
50 C 3.642 -3.137 -2.249  -0.870
51 C 2.984 -3.288 -1.045  -0.320
52 C 3.147 -2.348 0.009  -0.421
53 C 2.424 -2.440 1.280  0.021
54 C 1.128 -3.029 1.319  -0.852
55 C 0.394 -3.329 2.459  0.009
56 C -0.835 -4.098 2.479  0.241
57 C -1.492 -4.388 3.711  -0.137
58 C -2.749 -4.985 3.722  -0.707
59 C -3.351 -5.371 2.512  -0.410
60 C -2.657 -5.210 1.304  -0.780
61 C -1.404 -4.600 1.286  -0.262
62 C 3.068 -1.948 2.495  0.091
63 C 4.483 -2.020 2.676  -0.080
64 C 5.091 -1.572 3.824  -1.085
65 C 4.311 -0.989 4.854  0.806
66 O 4.991 -0.424 5.886  -0.460
67 C 4.252 0.125 6.997  -0.740
68 C 2.905 -0.960 4.732  -0.934
69 C 2.323 -1.402 3.560  0.890
70 C 4.016 -1.258 -0.229  -0.495
71 C 4.647 -1.059 -1.444  -0.625
72 H 6.140 -0.846 -5.024  0.245
73 H 5.197 0.211 -3.925  0.348
74 H 6.669 -0.629 -3.324  0.322
75 H 3.538 -3.857 -3.058  0.437
76 H 2.341 -4.158 -0.892  0.529
77 H 0.707 -3.289 0.343  0.625
78 H 0.835 -3.191 3.448  0.825
79 H -0.967 -4.178 4.648  0.354
80 H -3.252 -5.181 4.672  0.399
81 H -4.353 -5.807 2.511  0.395
82 H -3.077 -5.584 0.368  0.400
83 H -0.822 -4.556 0.364  0.373
84 H 5.115 -2.443 1.889  0.548
85 H 6.171 -1.610 3.968  0.441
86 H 5.017 0.363 7.730  0.274
87 H 3.719 1.039 6.691  0.267
88 H 3.541 -0.608 7.405  0.341
89 H 2.271 -0.583 5.539  0.346
90 H 1.241 -1.310 3.460  -0.108
91 H 4.164 -0.514 0.554  0.716
92 H 5.276 -0.179 -1.586  0.443